Record 1
Formula: C39H30CeN3O5S2
Source: the Open Molecules 2025 dataset
Level of theory: the ωB97M-V functional and the def2-TZVPD basis

Geometry as ORCA input:
```
! RIJCOSX wB97M-V def2-TZVPD def2/J DEFGRID3
* xyz 1 1
Ce -0.18787 0.57803 -0.07074
O -2.43339 -0.00929 -0.60512
C -2.86297 0.60888 -1.85625
C -1.78385 1.72543 -2.26162
O -2.16997 2.71440 -2.84697
O -0.59617 1.38928 -1.99728
C -4.27101 1.11898 -1.64387
C -4.52792 2.43512 -1.28454
C -5.82848 2.84911 -1.05198
C -6.87662 1.94835 -1.13658
C -6.62245 0.62451 -1.45046
C -5.32771 0.21209 -1.70457
C -2.69402 -0.33067 -3.02596
C -1.66363 -1.26973 -3.00661
C -1.41964 -2.05377 -4.12034
C -2.19090 -1.90660 -5.26124
C -3.19292 -0.95074 -5.29389
C -3.44196 -0.16110 -4.18710
H -3.05602 -0.73646 -0.43636
H -3.71650 3.14192 -1.22537
H -6.02093 3.88067 -0.79921
H -7.88955 2.27708 -0.95846
H -7.43345 -0.08906 -1.49559
H -5.13972 -0.81874 -1.97639
H -1.02752 -1.38810 -2.12873
H -0.61138 -2.77005 -4.10318
H -2.00006 -2.52024 -6.12867
H -3.77233 -0.80610 -6.19341
H -4.20510 0.60203 -4.21953
C 5.78515 -3.54654 3.24748
C 4.50850 -3.26294 2.52030
C 3.44495 -4.15661 2.58430
C 2.24433 -3.87886 1.95119
C 2.11230 -2.69613 1.25091
C 3.16638 -1.80439 1.15484
C 4.36531 -2.09685 1.77505
S 0.53063 -2.08874 0.71278
O 0.73128 -1.48351 -0.61040
O -0.49922 -3.09480 0.76591
N 0.25764 -0.85303 1.66800
C -0.72062 -0.87957 2.61490
C -0.85900 -1.89946 3.56926
C -1.77854 -1.73594 4.57829
C -2.54657 -0.57620 4.61090
C -2.40039 0.33770 3.58419
N -1.52975 0.19582 2.58873
H 5.58566 -4.09584 4.16345
H 6.29919 -2.62073 3.49429
H 6.44918 -4.15053 2.62968
H 3.55411 -5.06489 3.15638
H 1.41135 -4.56389 1.99186
H 3.02186 -0.89156 0.59667
H 5.18849 -1.40174 1.70217
H -0.22884 -2.77201 3.50169
H -1.88755 -2.49045 5.34511
H -3.24526 -0.39829 5.41307
H -3.00570 1.23366 3.55107
S 4.34473 2.68383 0.15651
C 4.51031 1.42169 -1.02625
C 5.64682 0.96405 -1.67075
C 5.50521 -0.05867 -2.58912
C 4.25231 -0.60307 -2.87851
C 3.11562 -0.15143 -2.24395
C 3.24376 0.86022 -1.29024
N 2.22160 1.39548 -0.55673
C 2.61380 2.36586 0.22354
C 1.72634 3.13929 1.06771
C 2.21210 4.30323 1.67343
C 1.37589 5.07822 2.44571
C 0.05932 4.67879 2.61948
C -0.41209 3.51893 2.02162
C 0.37872 2.68148 1.21004
H 6.60783 1.40565 -1.46101
H 6.37713 -0.43126 -3.10350
H 4.17672 -1.38400 -3.62045
H 2.12812 -0.54552 -2.45652
H 3.24146 4.59995 1.51876
H 1.73880 5.98905 2.90159
H -0.60400 5.28214 3.22610
H -1.45131 3.24721 2.19053
*
```

Lowest unoccupied orbital energy (alpha / beta)   -4.5 / -4.5 eV
Highest occupied orbital energy (alpha / beta)   -11.01 / -11.01 eV
HOMO-LUMO gap (alpha / beta)   0.240 / 0.240 Eh

=====

Record 2
Formula: C39H31BClF4N5O3Ti
Source: the Open Molecules 2025 dataset
Level of theory: the ωB97M-V functional and the def2-TZVPD basis

Geometry as ORCA input:
```
! RIJCOSX wB97M-V def2-TZVPD def2/J DEFGRID3
* xyz -2 3
Ti -0.78459 -0.57433 -0.42940
Cl -7.72552 1.39011 1.02843
C -6.18375 0.66600 0.61934
C -6.16046 -0.56523 -0.02947
C -4.95158 -1.13795 -0.35240
C -3.73090 -0.51221 -0.04252
O -2.61285 -1.12916 -0.37047
C -3.77955 0.74459 0.60628
C -2.57628 1.46453 0.97862
N -1.43898 1.10805 0.54013
C -0.14912 1.49683 0.97986
C 0.39840 2.76508 0.82928
C 1.72919 2.93475 1.16836
C 2.50869 1.84380 1.56993
C 1.98369 0.57057 1.67445
C 2.34900 -1.35418 3.25119
C 1.08368 -2.15110 3.13079
C 0.06319 -1.86807 2.31420
N -0.13428 -0.78797 1.49072
C 0.59881 0.38791 1.45367
C -5.01503 1.31525 0.92826
H -7.08920 -1.06009 -0.28168
H -4.90874 -2.09034 -0.86510
H -2.66983 2.32573 1.63753
H -0.20805 3.56096 0.41232
H 2.18832 3.90992 1.06195
H 3.56771 1.98371 1.75536
H 3.14589 -2.05526 3.51743
H 1.04412 -3.09394 3.66221
H -0.74780 -2.58952 2.23850
H -5.03061 2.29507 1.38673
C -2.99226 0.08517 -3.87143
C -1.75376 0.92673 -3.98609
C -1.77546 2.09810 -4.73593
C -0.67477 2.93274 -4.79399
C 0.47030 2.60966 -4.08051
C 0.52895 1.44944 -3.32313
C 1.75756 1.10987 -2.52110
C -0.58352 0.59549 -3.30110
N -0.47713 -0.56513 -2.49200
C -0.57487 -1.78528 -3.04110
O -0.85621 -2.09070 -4.19862
C -0.11315 -2.88153 -2.08501
C -0.20719 -4.21508 -2.43891
C 0.50105 -5.12851 -1.67171
C 1.32536 -4.66455 -0.65874
C 1.35256 -3.30786 -0.35667
N 0.55673 -2.44754 -1.01296
C 2.33078 -2.77716 0.69616
O 2.96973 -3.62603 1.36758
N 2.32948 -1.47698 0.70330
C 2.78184 -0.72135 1.85230
C 4.28954 -0.51952 1.82843
C 4.96802 -0.88629 0.54359
C 5.05315 -0.08098 2.87315
C 4.67265 0.37762 4.15411
C 3.38594 0.39803 4.73359
C 2.28487 -0.29430 4.33045
C 0.96709 -0.01500 4.99170
H -3.87745 0.71917 -3.93382
H -3.02410 -0.67079 -4.65887
H -3.01884 -0.44014 -2.91660
H -2.69380 2.37872 -5.23950
H -0.72192 3.85576 -5.35940
H 1.32412 3.27859 -4.09015
H 2.53155 1.86400 -2.67146
H 1.54705 1.06867 -1.44777
H 2.15745 0.13090 -2.79208
H -0.78124 -4.48445 -3.31357
H 0.45499 -6.18800 -1.89805
H 1.97413 -5.31006 -0.08300
H 4.48035 -0.40058 -0.30436
H 6.02468 -0.61100 0.56774
H 4.87839 -1.96323 0.37606
H 6.12002 -0.01089 2.67093
H 5.46303 0.84460 4.73408
H 3.26497 1.05590 5.59179
H 1.02447 0.88573 5.60529
H 0.64890 -0.85271 5.62042
H 0.18150 0.11639 4.24486
F -3.82631 4.72449 -2.11607
B -3.04641 3.96909 -1.22934
F -3.66280 3.97454 0.05711
F -1.76128 4.53430 -1.10582
F -2.94228 2.63840 -1.67829
*
```

Lowest unoccupied orbital energy (alpha / beta)   4.1 / 4.1 eV
Highest occupied orbital energy (alpha / beta)   -2.23 / -2.29 eV
Energy above the lowest of the compared OMol25 structures with the same formula, charge and spin   4.161 eV
<S²>   2.05
HOMO-LUMO gap (alpha / beta)   0.234 / 0.236 Eh

=====

Record 3
Formula: C39H32F4GaN7OPS3Se
Source: the Open Molecules 2025 dataset
Level of theory: the ωB97M-V functional and the def2-TZVPD basis

Geometry as ORCA input:
```
! RIJCOSX wB97M-V def2-TZVPD def2/J DEFGRID3
* xyz 1 1
Ga -0.35313 2.43223 -0.45398
O -2.32280 3.22705 0.52496
S -1.40673 3.89873 1.49457
N 0.00385 3.52047 1.21072
C 3.58618 -0.88953 -3.37669
C 3.62700 -1.86477 -2.20084
C 2.27365 -2.50752 -1.89888
C 1.24378 -1.55874 -1.28360
N 1.67372 -1.05117 0.02475
C 2.07062 0.20063 0.31929
Se 2.03296 1.66533 -0.84684
N 2.46617 0.24094 1.60171
C 3.00607 1.42610 2.28954
C 4.44293 1.73673 1.87767
C 5.44398 0.61399 2.15439
C 5.76775 0.43183 3.63674
C 2.32436 -1.02671 2.15915
C 2.57915 -1.51592 3.43462
C 2.31032 -2.85256 3.66005
C 1.78611 -3.67573 2.65258
C 1.52485 -3.18634 1.38644
C 1.81609 -1.84515 1.15820
H 4.58625 -0.51397 -3.59836
H 2.95258 -0.02661 -3.17040
H 3.20729 -1.38479 -4.27413
H 4.00486 -1.35896 -1.30484
H 4.33677 -2.66196 -2.42739
H 2.41621 -3.36037 -1.23195
H 1.84269 -2.89327 -2.82646
H 0.29245 -2.07350 -1.13643
H 1.06214 -0.69868 -1.92394
H 2.94089 1.22378 3.35714
H 2.35307 2.26620 2.06009
H 4.74527 2.63794 2.41741
H 4.44796 1.98263 0.81613
H 6.36760 0.84498 1.62142
H 5.07151 -0.32742 1.73583
H 6.15700 1.35883 4.06269
H 6.52363 -0.34174 3.77451
H 4.89187 0.13923 4.21906
H 2.96222 -0.88570 4.22492
H 2.50281 -3.27101 4.63915
H 1.58970 -4.71753 2.87073
H 1.11484 -3.81953 0.61058
S -0.49471 4.03771 -2.20995
P -1.63814 2.63241 -3.12490
S -1.43573 0.94723 -1.99902
C -3.34160 3.18009 -3.27343
C -3.68531 4.05064 -4.31113
C -4.98696 4.51092 -4.41340
C -5.94195 4.10505 -3.48979
C -5.59500 3.25394 -2.45130
C -4.29129 2.79195 -2.33726
C -1.05212 2.28404 -4.79141
C 0.26775 2.56098 -5.13680
C 0.73595 2.20434 -6.39349
C -0.10709 1.56933 -7.29465
C -1.41990 1.28050 -6.94444
C -1.89797 1.63522 -5.69229
H -2.93798 4.36385 -5.02932
H -5.25621 5.18867 -5.21290
H -6.96358 4.44985 -3.58576
H -6.33596 2.94307 -1.72705
H -4.01573 2.13004 -1.52883
H 0.91727 3.05722 -4.42680
H 1.75847 2.42801 -6.66844
H 0.25960 1.29823 -8.27641
H -2.07461 0.78255 -7.64773
H -2.91985 1.40686 -5.41495
F -1.01548 -0.58342 3.71932
C -1.96701 -1.50565 3.83484
C -2.09987 -2.15350 4.99816
F -1.27469 -1.85899 5.98513
C -3.13127 -3.15709 5.22117
C -3.99419 -3.40159 4.07443
C -3.85656 -2.75176 2.91104
F -4.67573 -3.05495 1.91928
C -2.83477 -1.73899 2.69583
C -2.70937 -1.04736 1.52499
C -1.66069 -0.08282 1.29313
N -0.84419 0.68778 1.05974
C -3.61534 -1.19430 0.41825
N -4.32565 -1.25974 -0.48217
F -4.94577 -4.30770 4.18307
C -3.27712 -3.80787 6.40187
C -4.29641 -4.79253 6.64691
N -5.08725 -5.58020 6.91676
C -2.42234 -3.58581 7.53829
N -1.78012 -3.45461 8.48110
*
```

Lowest unoccupied orbital energy   -5.7 eV
Highest occupied orbital energy   -11.20 eV
Energy above the lowest of the compared OMol25 structures with the same formula, charge and spin   0.132 eV
HOMO-LUMO gap   0.201 Eh

=====

Values of E, in order: -90233.1261 -101734.5820 -223822.3371, all in eV.